The following is a DFT calculation (ωB97M-V with the def2-TZVPD basis set) of 2 unconnected molecules or ions with the total composition C12H26N2O4 in a non-equilibrium geometry.

Geometry as XYZ:
```
44
Properties=species:S:1:pos:R:3:mulliken_charge:R:1
C -2.8229 2.4873 -3.5589 -1.140
C -1.3325 2.5173 -3.9894 -1.072
C -0.3039 2.0064 -2.9741 0.913
C -0.7186 0.8862 -2.0051 -1.979
C 0.3215 3.1423 -2.1747 -0.422
N 1.3053 2.5940 -1.1777 -0.763
C -0.7561 3.8966 -1.4367 0.327
O -1.1069 3.5786 -0.3237 -0.533
O -1.3127 4.8984 -2.1530 -0.492
H -3.1698 1.5496 -3.2838 0.330
H -2.9973 3.2049 -2.6989 0.271
H -3.4181 2.6934 -4.4570 0.391
H -1.2559 1.9339 -4.8960 0.448
H -0.9873 3.5229 -4.3013 0.356
H 0.5530 1.5687 -3.5648 0.401
H -1.2909 1.2183 -1.1715 0.455
H -1.2481 0.1787 -2.5393 0.607
H 0.1823 0.3830 -1.6609 0.569
H 0.8349 3.7522 -2.8497 0.573
H 0.7602 2.1775 -0.4436 0.272
H 1.6453 3.3879 -0.6888 0.295
H -0.7821 5.2588 -2.8213 0.381
C -0.1702 -2.4584 4.3789 -1.760
C 0.8791 -3.2474 3.5053 1.080
C 0.8776 -4.7114 3.8678 -1.801
C 0.6819 -3.0852 1.9721 -1.385
C 0.6352 -1.6186 1.4792 0.807
N 0.6790 -1.5214 0.0215 -0.725
C 1.9375 -0.9793 1.9117 0.123
O 2.0829 -0.4970 3.0022 -0.595
O 2.9589 -1.1171 1.0625 -0.504
H -1.0139 -2.9410 4.2733 0.509
H -0.2663 -1.4323 4.1562 0.386
H 0.0977 -2.5619 5.4326 0.401
H 1.9140 -2.8505 3.7221 0.293
H 0.9599 -4.8032 4.8974 0.466
H 1.5915 -5.2576 3.3096 0.444
H 0.0019 -5.2490 3.5277 0.369
H -0.2569 -3.5615 1.6543 0.502
H 1.5030 -3.6221 1.4240 0.245
H -0.2381 -1.0441 1.9450 0.227
H 0.4784 -0.5830 -0.2434 0.087
H 0.0595 -2.2117 -0.4051 0.209
H 2.5079 -1.4829 0.2755 0.434
```

E_LUMO   0.42 eV
Energy relative to the best compared isomer or geometry (same formula, charge and spin)   131.8 kJ/mol
Net charge   0
Spin multiplicity   1